C6H12N2 | ωB97M-V/def2-TZVPD

Each line ends with the natural charge from an NBO analysis.
Positions of all 20 atoms, in Å:
N1 -0.374 1.628 0.829  -0.62
N2 -1.225 1.863 -1.209  -0.50
C1 -1.710 0.713 -0.657  0.06
C2 -2.497 -0.290 -1.481  -0.64
C3 -1.189 0.599 0.610  -0.27
C4 -0.435 2.435 -0.297  0.05
C5 2.270 -1.144 1.301  -0.84
C6 1.804 -1.451 -0.151  -0.62
H1 1.952 -0.602 -0.885  0.19
H2 -1.979 -1.301 -1.440  0.21
H3 0.324 1.708 1.614  0.26
H4 0.025 3.367 -0.443  0.18
H5 -1.212 -0.173 1.300  0.19
H6 0.773 -1.546 -0.105  0.20
H7 3.353 -0.845 1.390  0.18
H8 2.102 -1.973 1.933  0.18
H9 1.543 -0.401 1.618  0.17
H10 -2.577 0.189 -2.408  0.22
H11 2.502 -2.294 -0.504  0.18
H12 -3.450 -0.482 -1.015  0.20

Values from the calculation:
* gap between HOMO and LUMO (alpha / beta): 2.81 / 8.65 eV
* 2S+1: 2
* energy above the lowest of the compared OMol25 structures with the same formula, charge and spin: 16.0 kcal per mole
* E_HOMO (alpha / beta): 1.06 / -4.83 eV
* lowest unoccupied orbital energy (alpha / beta): 3.8777 / 3.8181 eV
* net charge: -1
* max |F|: 0.0807 Eh/bohr
* <S²>: 0.750
* calculated total energy: -345.25469 Eh

=====

C6H12N2 | ωB97M-V/def2-TZVPD

Each line ends with the natural charge from an NBO analysis.
Positions of all 20 atoms, in Å:
N1 1.753 -1.023 1.099  -0.53
N2 -0.292 -1.811 0.851  -0.46
C1 0.506 -1.226 1.746  0.13
C2 -1.598 2.193 -0.074  -0.63
C3 0.455 -2.067 -0.353  0.08
C4 -0.166 2.502 0.324  -0.63
C5 1.709 -1.458 -0.218  -0.10
C6 -0.404 -2.051 -1.567  -0.64
H1 -0.384 3.016 1.197  0.20
H2 -2.143 3.181 -0.013  0.22
H3 -1.870 1.209 0.355  0.23
H4 -1.167 -2.883 -1.521  0.23
H5 2.435 -1.241 -0.955  0.22
H6 -1.573 2.026 -1.215  0.19
H7 0.101 -1.983 -2.557  0.22
H8 0.517 1.643 0.422  0.20
H9 2.579 -0.807 1.558  0.40
H10 -0.013 -1.132 2.662  0.23
H11 0.526 3.036 -0.327  0.20
H12 -0.972 -1.126 -1.412  0.23

Values from the calculation:
* gap between HOMO and LUMO: 9.51 eV
* energy above the lowest of the compared OMol25 structures with the same formula, charge and spin: 49.3 kcal per mole
* E_HOMO: -8.60 eV
* lowest unoccupied orbital energy: 0.9098 eV
* net charge: 0
* SMILES string: Cc1c[nH]cn1.CC
* max |F|: 0.1095 Eh/bohr
* calculated total energy: -345.24922 Eh

=====

C6H12N2 | ωB97M-V/def2-TZVPD

Each line ends with the natural charge from an NBO analysis.
Positions of all 20 atoms, in Å:
N1 -1.897 0.158 -0.380  -0.84
N2 2.467 1.288 1.388  -0.33
C1 -0.552 0.742 -0.231  -0.02
C2 -0.168 -0.893 1.717  -0.60
C3 0.474 -0.204 0.493  -0.16
C4 1.038 -1.297 -0.433  -0.60
C5 -0.096 1.166 -1.635  -0.62
C6 1.600 0.629 0.990  0.30
H1 0.926 1.557 -1.628  0.22
H2 -0.650 -0.165 2.380  0.21
H3 1.653 -2.012 0.128  0.22
H4 -0.747 1.955 -2.032  0.21
H5 -0.135 0.329 -2.343  0.22
H6 -0.921 -1.629 1.414  0.22
H7 -2.342 0.082 0.536  0.36
H8 -0.667 1.657 0.366  0.18
H9 0.582 -1.428 2.313  0.23
H10 -2.491 0.800 -0.908  0.36
H11 1.687 -0.876 -1.210  0.22
H12 0.238 -1.859 -0.924  0.23

Values from the calculation:
* gap between HOMO and LUMO: 10.56 eV
* energy above the lowest of the compared OMol25 structures with the same formula, charge and spin: 2.4 kcal per mole
* E_HOMO: -9.82 eV
* lowest unoccupied orbital energy: 0.7490 eV
* net charge: 0
* SMILES string: C[C@@H](N)C(C)(C)C#N
* max |F|: 0.0251 Eh/bohr
* calculated total energy: -345.32409 Eh

=====

C6H12N2 | ωB97M-V/def2-TZVPD

Each line ends with the natural charge from an NBO analysis.
Positions of all 20 atoms, in Å:
N1 -0.134 -0.893 0.865  -0.66
N2 2.517 0.385 2.323  -0.34
C1 -2.551 -1.338 0.705  -0.68
C2 2.872 0.844 1.335  0.30
C3 3.103 1.392 0.021  -0.73
C4 -0.470 0.800 -1.152  -0.68
C5 -1.174 -1.125 0.156  0.35
C6 -1.058 -0.631 -1.259  -0.48
H1 2.830 2.448 0.004  0.25
H2 -1.197 1.433 -0.633  0.19
H3 -2.025 -0.664 -1.768  0.20
H4 -3.191 -0.489 0.460  0.23
H5 4.157 1.276 -0.245  0.25
H6 0.241 0.520 -0.079  0.29
H7 -2.541 -1.479 1.785  0.22
H8 -0.322 -1.253 -1.772  0.22
H9 -0.338 1.225 -2.147  0.22
H10 2.466 0.859 -0.696  0.27
H11 -2.994 -2.218 0.238  0.23
H12 -0.189 -1.091 1.860  0.36

Values from the calculation:
* gap between HOMO and LUMO: 10.21 eV
* energy above the lowest of the compared OMol25 structures with the same formula, charge and spin: 50.4 kcal per mole
* E_HOMO: -9.24 eV
* lowest unoccupied orbital energy: 0.9722 eV
* net charge: 0
* SMILES string: [H]/N=C(\C)CC.CC#N
* max |F|: 0.0804 Eh/bohr
* calculated total energy: -345.24761 Eh

=====

C6H12N2 | ωB97M-V/def2-TZVPD

Each line ends with the natural charge from an NBO analysis.
Positions of all 20 atoms, in Å:
N1 1.970 0.282 1.629  -0.77
N2 0.329 -0.358 -0.159  -0.37
C1 -1.599 1.446 -0.439  -0.66
C2 0.291 -1.826 -0.158  -0.41
C3 -1.346 0.326 0.536  0.13
C4 1.053 0.163 -1.328  -0.43
C5 0.761 0.197 1.220  0.41
C6 -0.526 0.442 1.709  -0.56
H1 1.165 1.240 -1.238  0.22
H2 2.629 -0.206 1.026  0.33
H3 -0.853 0.372 2.733  0.23
H4 -2.201 -0.367 0.558  0.18
H5 -0.287 -2.162 0.701  0.23
H6 1.306 -2.231 -0.077  0.20
H7 -0.765 2.147 -0.475  0.22
H8 -2.471 2.000 -0.075  0.24
H9 -1.837 1.086 -1.445  0.21
H10 0.495 -0.076 -2.235  0.21
H11 -0.164 -2.188 -1.081  0.20
H12 2.049 -0.285 -1.404  0.20

Values from the calculation:
* gap between HOMO and LUMO: 7.62 eV
* energy above the lowest of the compared OMol25 structures with the same formula, charge and spin: 81.8 kcal per mole
* E_HOMO: -6.89 eV
* lowest unoccupied orbital energy: 0.7371 eV
* net charge: 0
* max |F|: 0.0095 Eh/bohr
* calculated total energy: -345.19754 Eh

=====

C6H12N2 | ωB97M-V/def2-TZVPD

Each line ends with the natural charge from an NBO analysis.
Positions of all 20 atoms, in Å:
N1 1.696 1.224 0.366  -0.46
N2 2.985 1.097 -0.050  -0.63
C1 0.436 -2.299 -0.183  -0.60
C2 -1.942 0.306 0.554  -0.14
C3 -0.659 -0.042 0.361  -0.05
C4 0.661 0.112 -0.207  -0.11
C5 -2.684 1.449 -0.205  -0.63
C6 0.407 -1.075 0.714  -0.26
H1 3.369 0.232 0.241  0.35
H2 3.026 1.156 -1.166  0.30
H3 -3.461 1.105 -0.999  0.21
H4 0.769 -0.396 -1.262  0.20
H5 0.830 -1.171 1.663  0.22
H6 -2.720 -0.180 1.276  0.21
H7 -0.212 -2.079 -1.020  0.21
H8 1.407 -2.560 -0.447  0.20
H9 1.373 2.206 0.294  0.36
H10 -0.038 -3.100 0.332  0.21
H11 -3.183 2.040 0.503  0.21
H12 -2.060 1.975 -0.764  0.20

Values from the calculation:
* gap between HOMO and LUMO: 9.60 eV
* energy above the lowest of the compared OMol25 structures with the same formula, charge and spin: 110.6 kcal per mole
* E_HOMO: -8.53 eV
* lowest unoccupied orbital energy: 1.0657 eV
* net charge: 0
* SMILES string: C/C=C1/[C@@H](C)[C@@H]1NN
* max |F|: 0.0908 Eh/bohr
* calculated total energy: -345.15160 Eh

=====

C6H12N2 | ωB97M-V/def2-TZVPD

Each line ends with the natural charge from an NBO analysis.
Positions of all 20 atoms, in Å:
N1 0.348 -1.475 1.038  -0.59
N2 -1.759 0.011 -1.081  -0.92
C1 0.630 0.723 -2.030  -0.62
C2 -0.268 0.110 -0.785  0.21
C3 -0.250 -0.307 1.648  -0.05
C4 0.216 -1.425 -0.360  -0.24
C5 0.342 0.893 2.267  -0.32
C6 0.225 0.924 0.603  -0.41
H1 0.803 -0.222 -2.650  0.21
H2 -2.333 0.941 -1.469  0.38
H3 0.921 -1.761 -0.913  0.19
H4 1.612 0.933 -1.510  0.22
H5 -2.428 -0.552 -0.503  0.38
H6 1.269 0.720 0.682  0.15
H7 -0.290 1.663 2.883  0.23
H8 1.279 -1.189 1.285  0.34
H9 1.411 0.956 2.455  0.22
H10 -0.608 -2.128 -0.720  0.19
H11 0.134 1.584 -2.493  0.22
H12 -1.255 -0.401 1.654  0.19

Values from the calculation:
* gap between HOMO and LUMO: 8.65 eV
* energy above the lowest of the compared OMol25 structures with the same formula, charge and spin: 157.2 kcal per mole
* E_HOMO: -7.69 eV
* lowest unoccupied orbital energy: 0.9611 eV
* net charge: 0
* SMILES string: C[C@@]1(N)CN[C@H]2C[C@@H]21
* max |F|: 0.1589 Eh/bohr
* calculated total energy: -345.07729 Eh

=====

C6H12N2 | ωB97M-V/def2-TZVPD

Each line ends with the natural charge from an NBO analysis.
Positions of all 20 atoms, in Å:
N1 -1.200 1.160 1.095  -0.84
N2 0.155 2.101 -2.200  -0.34
C1 -0.520 1.541 -1.411  0.00
C2 1.206 1.187 0.855  -0.63
C3 -0.071 -0.677 -0.193  0.10
C4 0.923 -1.140 -1.207  -0.68
C5 -0.114 0.697 0.266  0.12
C6 -0.814 -1.763 0.510  -0.67
H1 -1.886 -1.554 0.525  0.22
H2 1.544 0.534 1.661  0.21
H3 -2.092 0.750 0.845  0.36
H4 -0.484 -1.876 1.549  0.22
H5 1.887 -1.325 -0.716  0.22
H6 -1.036 1.024 2.085  0.38
H7 1.089 2.192 1.254  0.23
H8 -1.569 1.159 -1.360  0.19
H9 1.971 1.233 0.081  0.24
H10 1.089 -0.423 -2.009  0.24
H11 -0.703 -2.744 0.048  0.22
H12 0.625 -2.077 -1.679  0.22

Values from the calculation:
* gap between HOMO and LUMO (alpha / beta): 7.89 / 7.30 eV
* energy above the lowest of the compared OMol25 structures with the same formula, charge and spin: 86.3 kcal per mole
* E_HOMO (alpha / beta): -7.74 / -7.65 eV
* lowest unoccupied orbital energy (alpha / beta): 0.1422 / -0.3500 eV
* net charge: 0
* max |F|: 0.0415 Eh/bohr
* calculated total energy: -345.19040 Eh

=====

C6H12N2 | ωB97M-V/def2-TZVPD

Each line ends with the natural charge from an NBO analysis.
Positions of all 20 atoms, in Å:
N1 0.913 -0.689 1.067  -0.46
N2 0.674 1.348 0.242  -0.54
C1 -2.751 -0.126 0.097  -0.61
C2 0.367 0.467 1.257  0.18
C3 1.688 -0.578 -0.070  0.10
C4 2.410 -1.770 -0.616  -0.64
C5 1.568 0.680 -0.567  -0.12
C6 -3.518 0.651 -0.945  -0.61
H1 2.206 -1.896 -1.672  0.22
H2 -3.062 -0.025 1.136  0.20
H3 1.868 1.054 -1.528  0.21
H4 -4.564 0.374 -1.112  0.20
H5 -1.683 0.074 0.047  0.21
H6 3.486 -1.657 -0.456  0.22
H7 -2.720 -1.203 -0.122  0.21
H8 2.034 -2.621 -0.050  0.24
H9 -3.025 0.490 -1.906  0.20
H10 0.780 2.329 0.455  0.41
H11 -3.470 1.716 -0.734  0.20
H12 -0.344 0.785 2.007  0.20

Values from the calculation:
* gap between HOMO and LUMO: 9.59 eV
* energy above the lowest of the compared OMol25 structures with the same formula, charge and spin: 7.9 kcal per mole
* E_HOMO: -8.69 eV
* lowest unoccupied orbital energy: 0.9003 eV
* net charge: 0
* SMILES string: Cc1c[nH]cn1.CC
* max |F|: 0.0267 Eh/bohr
* calculated total energy: -345.31528 Eh

=====

C6H12N2 | ωB97M-V/def2-TZVPD

Each line ends with the natural charge from an NBO analysis.
Positions of all 20 atoms, in Å:
N1 0.684 1.359 3.434  -0.57
N2 1.612 1.807 1.450  -0.46
C1 -0.145 -2.025 -3.098  -0.61
C2 0.152 1.862 1.353  0.06
C3 -0.950 -2.831 -2.035  -0.60
C4 1.891 1.576 2.675  0.17
C5 -0.410 1.622 2.619  -0.10
C6 -0.357 1.653 -0.059  -0.63
H1 -0.978 0.785 -0.214  0.22
H2 0.574 1.193 4.481  0.42
H3 -1.834 -3.269 -2.457  0.20
H4 -0.294 -2.425 -4.159  0.21
H5 -0.990 2.602 -0.455  0.20
H6 -0.295 -0.981 -3.152  0.20
H7 -0.362 -3.611 -1.743  0.20
H8 0.378 1.618 -0.787  0.23
H9 0.931 -2.080 -2.669  0.20
H10 -1.102 -2.195 -1.137  0.20
H11 -1.510 1.706 2.861  0.24
H12 3.007 1.634 3.091  0.22

Values from the calculation:
* gap between HOMO and LUMO: 9.35 eV
* energy above the lowest of the compared OMol25 structures with the same formula, charge and spin: 43.1 kcal per mole
* E_HOMO: -8.44 eV
* lowest unoccupied orbital energy: 0.9166 eV
* net charge: 0
* SMILES string: Cc1c[nH]cn1.CC
* max |F|: 0.0931 Eh/bohr
* calculated total energy: -345.25925 Eh

=====

C6H12N2 | ωB97M-V/def2-TZVPD

Each line ends with the natural charge from an NBO analysis.
Positions of all 20 atoms, in Å:
N1 -2.682 0.568 -0.706  -0.84
N2 2.211 -0.664 0.110  -0.64
C1 2.121 0.699 -0.204  -0.23
C2 -1.662 -0.483 -0.411  -0.04
C3 -0.255 0.052 0.204  -0.12
C4 0.788 -0.869 -0.533  -0.24
C5 0.775 1.150 0.433  -0.41
C6 -1.410 -0.647 1.155  -0.43
H1 -1.674 1.558 -0.544  0.36
H2 0.826 -0.965 -1.530  0.19
H3 1.730 1.032 -1.182  0.15
H4 -1.098 -1.465 1.833  0.23
H5 3.080 1.198 0.055  0.20
H6 -3.632 0.699 0.182  0.37
H7 0.873 1.306 1.665  0.22
H8 0.673 2.173 -0.121  0.21
H9 0.581 -2.019 -0.317  0.19
H10 -1.851 0.129 1.839  0.22
H11 -1.478 -1.243 -1.340  0.24
H12 3.121 -1.146 -0.228  0.38

Values from the calculation:
* gap between HOMO and LUMO: 9.42 eV
* energy above the lowest of the compared OMol25 structures with the same formula, charge and spin: 205.4 kcal per mole
* E_HOMO: -8.69 eV
* lowest unoccupied orbital energy: 0.7311 eV
* net charge: 0
* max |F|: 0.1859 Eh/bohr
* calculated total energy: -345.00057 Eh

=====

C6H12N2 | ωB97M-V/def2-TZVPD

Each line ends with the natural charge from an NBO analysis.
Positions of all 20 atoms, in Å:
N1 0.905 1.818 1.158  -0.47
N2 -0.229 0.237 2.175  -0.54
C1 0.224 1.544 2.222  0.18
C2 -1.394 -1.128 -2.643  -0.61
C3 0.260 -0.341 0.975  -0.13
C4 2.024 0.662 -0.662  -0.64
C5 -2.170 -2.418 -2.336  -0.61
C6 0.995 0.654 0.417  0.10
H1 -0.680 -1.253 -3.439  0.20
H2 -0.876 -0.723 -1.800  0.21
H3 2.398 1.636 -0.968  0.24
H4 -0.159 1.938 3.151  0.20
H5 1.545 0.186 -1.528  0.21
H6 0.195 -1.399 0.749  0.22
H7 2.802 -0.076 -0.483  0.22
H8 -0.882 -0.240 2.768  0.41
H9 -1.803 -2.834 -1.384  0.20
H10 -2.134 -0.400 -3.038  0.20
H11 -1.985 -3.119 -3.171  0.20
H12 -3.262 -2.271 -2.367  0.21

Values from the calculation:
* gap between HOMO and LUMO: 9.54 eV
* energy above the lowest of the compared OMol25 structures with the same formula, charge and spin: 19.8 kcal per mole
* E_HOMO: -8.68 eV
* lowest unoccupied orbital energy: 0.8617 eV
* net charge: 0
* SMILES string: Cc1c[nH]cn1.CC
* max |F|: 0.0685 Eh/bohr
* calculated total energy: -345.29639 Eh